{"formula": "C24H35N7O3", "method": "wB97M-V/def2-TZVPD", "e_homo_ha": -0.3073, "homo_lumo_gap_ev": 8.49, "total_charge": 0, "e_tot_ev": -42028.3927, "e_above_lowest_kcal_mol": 0.00, "smiles": "COCCn1nnnc1CN(CCCN1CCOCC1)Cc1cc2c(C)ccc(C)c2[nH]c1=O", "elements": ["C", "O", "C", "C", "N", "N", "N", "N", "C", "C", "N", "C", "C", "C", "N", "C", "C", "O", "C", "C", "C", "C", "C", "C", "C", "C", "C", "C", "C", "C", "C", "N", "C", "O", "H", "H", "H", "H", "H", "H", "H", "H", "H", "H", "H", "H", "H", "H", "H", "H", "H", "H", "H", "H", "H", "H", "H", "H", "H", "H", "H", "H", "H", "H", "H", "H", "H", "H", "H"], "xyz": [[-1.39911, -4.37787, 2.21912], [-2.59474, -4.68158, 1.53902], [-3.28108, -3.56946, 1.02395], [-2.59355, -2.92461, -0.18765], [-1.61056, -1.94771, 0.20102], [-1.63576, -1.29458, 1.36685], [-0.65990, -0.48636, 1.37840], [0.03300, -0.55487, 0.25107], [-0.56156, -1.45449, -0.50547], [-0.21757, -1.86769, -1.89957], [0.33637, -0.83986, -2.75408], [1.55811, -0.21071, -2.27309], [2.67092, -1.21987, -1.99679], [4.00071, -0.54127, -1.63853], [4.29776, -0.64700, -0.22029], [5.67846, -0.29973, 0.06974], [5.95825, -0.54177, 1.55305], [5.10506, 0.22195, 2.36967], [3.75882, -0.08342, 2.08340], [3.42184, 0.16179, 0.61389], [-0.66294, 0.12666, -3.20330], [-1.25215, 0.93866, -2.08000], [-0.63420, 2.02725, -1.56346], [-1.08353, 2.67647, -0.37467], [-0.40527, 3.76533, 0.21151], [0.83259, 4.32874, -0.41594], [-0.89730, 4.29018, 1.38626], [-2.02707, 3.75865, 2.00170], [-2.70918, 2.69084, 1.45918], [-3.90424, 2.09531, 2.14179], [-2.23217, 2.15727, 0.25129], [-2.87881, 1.10710, -0.34672], [-2.47282, 0.43686, -1.47014], [-3.13345, -0.51313, -1.88273], [-1.10076, -5.28914, 2.73395], [-0.59827, -4.08356, 1.53055], [-1.54942, -3.57454, 2.94830], [-4.25053, -3.95991, 0.70751], [-3.42834, -2.80901, 1.80302], [-3.33288, -2.41785, -0.81888], [-2.09981, -3.70330, -0.77528], [-1.13273, -2.22767, -2.37841], [0.49436, -2.69970, -1.85572], [1.37601, 0.38752, -1.37086], [1.88986, 0.45839, -3.07370], [2.79868, -1.84156, -2.88410], [2.40415, -1.86525, -1.16091], [4.81474, -1.04530, -2.16575], [3.99230, 0.51219, -1.97232], [6.33866, -0.93089, -0.52988], [5.88951, 0.75919, -0.16830], [6.97754, -0.24424, 1.80664], [5.82372, -1.61247, 1.77044], [3.15153, 0.55544, 2.72585], [3.55950, -1.13831, 2.32426], [2.38233, -0.11885, 0.44713], [3.54372, 1.23774, 0.38990], [-0.17998, 0.77837, -3.93499], [-1.46339, -0.43116, -3.69686], [0.24762, 2.40952, -2.05440], [1.61506, 3.57192, -0.45720], [1.20046, 5.16988, 0.16572], [0.63427, 4.67200, -1.43063], [-0.39166, 5.12392, 1.85057], [-2.37157, 4.18872, 2.93066], [-3.71428, 1.05103, 2.39217], [-4.11460, 2.63186, 3.06279], [-4.79038, 2.14919, 1.50787], [-3.71461, 0.74909, 0.09953]], "forces_ev_per_a": [[0.101, -0.008, 0.129], [-0.072, -0.164, -0.057], [0.012, 0.067, -0.136], [-0.825, -0.463, 0.074], [1.389, 0.817, -0.346], [-0.994, -0.566, 0.419], [0.202, 0.496, 0.733], [0.459, -0.148, -0.711], [-0.587, -0.397, 0.592], [0.173, -0.256, -0.289], [0.011, 0.007, -0.090], [0.198, -0.105, -0.013], [-0.084, 0.379, -0.126], [-0.092, -0.242, 0.076], [0.180, 0.090, 0.010], [0.046, -0.074, 0.318], [0.230, -0.040, -0.324], [0.049, 0.147, 0.091], [-0.335, 0.079, -0.197], [0.037, -0.168, 0.321], [-0.131, -0.063, -0.068], [0.243, 0.370, -0.192], [-0.358, -0.276, -0.262], [-0.312, 0.036, 0.378], [-0.163, -0.016, 0.132], [-0.044, -0.033, -0.003], [0.143, 0.045, -0.088], [-0.079, -0.210, -0.176], [-0.022, 0.089, 0.080], [0.124, 0.027, -0.088], [0.528, 0.511, 0.010], [-0.293, -0.125, 0.182], [-0.222, 0.238, 0.140], [-0.047, -0.123, -0.219], [0.062, 0.043, 0.011], [-0.002, 0.016, 0.033], [0.033, -0.036, -0.022], [0.073, 0.146, -0.034], [-0.091, -0.142, -0.122], [0.136, -0.112, 0.091], [-0.048, 0.081, 0.069], [0.107, -0.054, 0.062], [-0.144, 0.002, 0.026], [0.145, 0.052, -0.160], [0.017, 0.040, 0.044], [-0.037, -0.075, 0.003], [0.002, -0.119, 0.035], [-0.026, 0.096, -0.015], [0.046, 0.006, -0.005], [0.023, 0.035, -0.001], [0.020, -0.050, -0.011], [-0.035, -0.076, -0.042], [0.049, 0.067, -0.021], [-0.023, -0.073, -0.039], [-0.032, 0.073, -0.005], [-0.013, 0.064, -0.005], [-0.032, 0.002, -0.024], [-0.050, 0.002, 0.022], [0.078, 0.133, -0.033], [0.143, 0.007, -0.076], [0.130, -0.011, -0.058], [0.045, 0.038, -0.002], [0.072, 0.040, -0.083], [0.080, 0.083, 0.020], [-0.066, 0.014, 0.102], [-0.070, -0.119, 0.048], [-0.056, -0.006, 0.043], [-0.125, -0.039, 0.006], [0.126, -0.049, -0.155]], "mulliken_charge": [-0.47, -0.43, -0.81, -0.44, 1.07, -0.13, -1.23, 0.78, -0.40, -1.42, 0.24, 0.24, -1.09, -0.96, -0.02, -0.50, -0.67, -0.39, -0.83, 0.74, -2.16, 0.60, -0.12, 1.13, 1.27, -1.63, -0.99, -0.96, 1.08, -1.70, -0.74, 0.17, 0.13, -0.75, 0.28, 0.09, 0.30, 0.39, 0.40, 0.37, 0.41, 0.64, 0.34, -0.25, 0.61, 0.50, 0.22, 0.47, 0.35, 0.39, 0.33, 0.36, 0.35, 0.38, 0.40, -0.52, 0.04, 0.56, 0.45, 0.49, 0.21, 0.37, 0.37, 0.36, 0.37, 0.32, 0.37, 0.39, 0.25]}